ORCA calculation (the ωB97M-V functional and the def2-TZVPD basis) on a cluster of 14 separate species, C76H181N9O19 in total.

Atoms and positions in Å:
1 C 2.621 -0.026 -0.466
2 C 1.098 -0.235 -0.578
3 C 0.805 -1.386 -1.506
4 C -0.755 -1.578 -1.637
5 C -1.328 -1.856 -0.272
6 C -0.896 -0.876 0.784
7 N 0.539 -0.595 0.697
8 O 0.775 0.555 1.581
9 C -1.885 0.354 0.755
10 C -1.166 -1.514 2.177
11 C 0.663 1.151 -1.190
12 H 2.732 0.781 0.198
13 H 3.099 0.171 -1.418
14 H 3.024 -0.954 0.002
15 H 1.255 -1.321 -2.530
16 H 1.143 -2.292 -1.062
17 H -0.966 -2.376 -2.417
18 H -1.149 -0.663 -2.067
19 H -1.094 -2.854 0.025
20 H -2.413 -1.777 -0.352
21 H -1.665 1.076 1.525
22 H -1.986 0.865 -0.251
23 H -2.863 -0.054 0.976
24 H -2.149 -1.895 2.425
25 H -0.514 -2.368 2.284
26 H -0.863 -0.709 2.887
27 H -0.314 1.125 -1.773
28 H 1.471 1.476 -1.856
29 H 0.513 1.921 -0.393
30 H 1.319 0.268 2.287
31 C -0.783 1.533 -7.806
32 C -1.451 1.762 -6.473
33 C -0.747 0.997 -5.300
34 C 0.641 1.553 -5.031
35 C 0.395 2.953 -4.536
36 C -0.284 3.853 -5.614
37 N -1.493 3.160 -6.070
38 O -2.069 3.906 -7.190
39 C -0.766 5.077 -4.905
40 C 0.697 4.238 -6.754
41 C -2.822 1.199 -6.541
42 H -1.163 2.273 -8.519
43 H -0.987 0.567 -8.209
44 H 0.272 1.707 -7.703
45 H -1.372 1.123 -4.440
46 H -0.534 -0.095 -5.599
47 H 1.248 1.553 -5.918
48 H 1.153 0.870 -4.346
49 H 1.364 3.444 -4.382
50 H -0.133 2.932 -3.590
51 H -1.537 4.855 -4.168
52 H 0.146 5.533 -4.420
53 H -1.188 5.771 -5.647
54 H 0.168 4.679 -7.661
55 H 1.414 5.009 -6.421
56 H 1.244 3.372 -7.174
57 H -2.777 0.170 -6.705
58 H -3.372 1.653 -7.367
59 H -3.327 1.400 -5.624
60 H -2.984 4.131 -6.888
61 C 2.870 -1.883 2.936
62 C 4.112 -2.770 3.185
63 C 4.449 -2.709 4.650
64 C 5.458 -3.773 4.972
65 C 4.963 -5.135 4.569
66 C 4.732 -5.284 3.041
67 N 3.789 -4.189 2.805
68 O 3.408 -4.217 1.412
69 C 6.073 -5.249 2.315
70 C 4.103 -6.706 2.963
71 C 5.254 -2.129 2.465
72 H 1.998 -2.504 3.195
73 H 2.730 -1.548 1.920
74 H 2.996 -1.017 3.570
75 H 4.820 -1.761 4.986
76 H 3.622 -2.975 5.271
77 H 5.720 -3.858 6.000
78 H 6.467 -3.501 4.612
79 H 4.062 -5.303 5.166
80 H 5.678 -5.884 4.904
81 H 6.732 -4.345 2.433
82 H 6.665 -6.114 2.633
83 H 5.904 -5.203 1.243
84 H 3.050 -6.662 3.239
85 H 4.177 -7.121 1.955
86 H 4.705 -7.298 3.653
87 H 5.226 -2.448 1.402
88 H 6.209 -2.322 3.016
89 H 5.053 -1.060 2.547
90 H 4.241 -4.249 0.929
91 C 2.154 -5.409 -7.683
92 C 1.964 -4.714 -6.347
93 C 2.027 -3.225 -6.689
94 C 1.615 -2.398 -5.501
95 C 0.331 -2.829 -4.929
96 C 0.111 -4.333 -4.726
97 N 0.644 -5.012 -5.919
98 O 0.565 -6.432 -5.753
99 C 0.650 -4.777 -3.333
100 C -1.423 -4.455 -4.710
101 C 3.129 -5.076 -5.472
102 H 2.922 -4.935 -8.361
103 H 1.203 -5.548 -8.184
104 H 2.595 -6.434 -7.442
105 H 3.067 -2.988 -6.910
106 H 1.402 -3.102 -7.556
107 H 1.661 -1.392 -5.960
108 H 2.503 -2.527 -4.864
109 H -0.426 -2.483 -5.659
110 H 0.239 -2.378 -3.985
111 H 0.050 -4.306 -2.529
112 H 0.629 -5.857 -3.201
113 H 1.699 -4.423 -3.163
114 H -1.859 -4.007 -5.594
115 H -1.855 -5.440 -4.544
116 H -1.854 -3.889 -3.852
117 H 4.075 -5.045 -5.984
118 H 3.003 -6.116 -5.227
119 H 3.210 -4.447 -4.584
120 H -0.166 -6.670 -6.339
121 C -1.133 -4.903 3.506
122 C -0.137 -4.778 4.647
123 O 1.119 -5.386 4.458
124 H -1.966 -4.170 3.535
125 H -1.420 -5.929 3.315
126 H -0.581 -4.577 2.604
127 H -0.563 -5.104 5.613
128 H 0.117 -3.738 4.852
129 H 1.508 -4.921 3.747
130 C -5.370 -5.224 0.868
131 C -4.288 -4.537 1.626
132 O -4.066 -3.156 1.335
133 H -5.441 -6.285 1.126
134 H -5.171 -5.246 -0.211
135 H -6.425 -4.918 1.003
136 H -3.342 -5.042 1.420
137 H -4.514 -4.633 2.672
138 H -4.491 -2.592 2.051
139 C 4.795 4.905 -0.196
140 C 4.225 3.717 -1.006
141 O 4.307 3.911 -2.368
142 H 4.431 5.882 -0.540
143 H 5.895 4.846 -0.287
144 H 4.588 4.857 0.857
145 H 3.155 3.483 -0.785
146 H 4.818 2.848 -0.698
147 H 5.192 4.045 -2.662
148 C -3.250 3.487 4.434
149 C -4.030 3.286 3.142
150 O -5.223 2.492 3.430
151 H -3.680 4.314 5.004
152 H -2.241 3.776 4.107
153 H -3.041 2.564 5.045
154 H -3.439 2.739 2.359
155 H -4.271 4.240 2.739
156 H -5.901 2.998 3.865
157 C -2.722 2.944 -2.063
158 C -2.080 3.691 -1.022
159 O -2.908 4.191 0.063
160 H -3.375 3.534 -2.720
161 H -3.309 2.162 -1.556
162 H -1.982 2.364 -2.630
163 H -1.540 4.572 -1.433
164 H -1.258 3.100 -0.571
165 H -3.830 3.938 -0.154
166 C 0.515 -0.176 5.176
167 O -0.496 0.573 5.866
168 C -0.182 1.965 5.932
169 C -0.884 2.695 7.037
170 N -0.681 2.149 8.417
171 C 0.732 1.957 8.830
172 C 0.684 1.773 10.339
173 O -0.049 0.572 10.576
174 C -0.962 0.658 11.659
175 H 0.327 -1.266 5.171
176 H 1.398 -0.064 5.746
177 H 0.594 0.272 4.168
178 H -0.383 2.378 4.951
179 H 0.919 2.053 6.082
180 H -1.975 2.623 6.905
181 H -0.623 3.774 7.046
182 H -1.113 1.219 8.468
183 H 1.349 2.872 8.700
184 H 1.299 1.171 8.374
185 H 0.131 2.621 10.767
186 H 1.666 1.745 10.808
187 H -1.443 -0.320 11.815
188 H -1.613 1.558 11.524
189 H -0.385 0.900 12.611
190 C 0.931 10.761 -2.389
191 O 0.883 10.333 -1.023
192 C 2.016 9.641 -0.484
193 C 1.918 8.187 -0.917
194 N 0.809 7.438 -0.392
195 C 0.956 7.063 1.001
196 C 0.845 5.524 1.021
197 O 1.162 5.144 2.328
198 C 0.849 3.808 2.623
199 H -0.041 11.284 -2.531
200 H 1.088 9.992 -3.086
201 H 1.683 11.546 -2.495
202 H 1.914 9.765 0.633
203 H 2.934 10.171 -0.738
204 H 2.814 7.750 -0.538
205 H 1.847 8.139 -2.016
206 H -0.029 7.978 -0.552
207 H 0.208 7.464 1.638
208 H 1.914 7.320 1.423
209 H 1.640 5.254 0.234
210 H -0.131 5.076 0.711
211 H -0.180 3.500 2.384
212 H 1.051 3.592 3.693
213 H 1.611 3.186 2.208
214 C 4.292 -0.013 -6.562
215 O 4.821 -0.747 -5.498
216 C 4.469 -0.254 -4.224
217 C 5.206 -1.197 -3.261
218 N 6.636 -1.363 -3.540
219 C 7.484 -0.407 -2.869
220 C 8.897 -0.529 -3.348
221 O 9.085 0.034 -4.702
222 C 9.998 -0.685 -5.478
223 H 4.747 1.003 -6.485
224 H 3.134 0.068 -6.543
225 H 4.590 -0.370 -7.548
226 H 3.415 -0.213 -3.940
227 H 4.761 0.818 -4.055
228 H 4.699 -2.200 -3.307
229 H 5.050 -0.826 -2.240
230 H 6.758 -1.287 -4.581
231 H 7.492 -0.624 -1.771
232 H 7.136 0.658 -2.966
233 H 9.104 -1.590 -3.389
234 H 9.555 -0.007 -2.634
235 H 11.016 -0.314 -5.401
236 H 9.671 -0.518 -6.531
237 H 9.966 -1.763 -5.397
238 C -2.696 -1.846 6.122
239 O -4.036 -1.543 5.840
240 C -4.143 -0.492 4.821
241 C -5.425 -0.630 4.130
242 N -5.456 -2.036 3.641
243 C -6.829 -2.344 3.120
244 C -7.787 -2.696 4.175
245 O -7.407 -3.923 4.749
246 C -8.226 -4.236 5.804
247 H -2.710 -2.824 6.560
248 H -2.346 -1.197 6.900
249 H -2.100 -1.896 5.178
250 H -3.421 -0.827 4.066
251 H -3.993 0.485 5.312
252 H -5.468 0.183 3.384
253 H -6.180 -0.294 4.843
254 H -5.268 -2.677 4.410
255 H -6.753 -3.193 2.456
256 H -7.295 -1.450 2.592
257 H -8.739 -2.819 3.750
258 H -7.902 -1.993 5.033
259 H -8.109 -3.559 6.604
260 H -7.936 -5.177 6.210
261 H -9.246 -4.290 5.551
262 C -6.198 4.887 -0.502
263 O -5.654 3.607 -0.437
264 C -6.493 2.534 -0.074
265 C -5.844 1.246 -0.426
266 N -6.581 0.082 0.089
267 C -5.984 -1.166 -0.395
268 C -6.218 -1.536 -1.796
269 O -5.419 -0.748 -2.697
270 C -4.053 -1.020 -2.601
271 H -6.708 5.084 0.499
272 H -6.915 4.981 -1.287
273 H -5.415 5.631 -0.603
274 H -7.393 2.466 -0.686
275 H -6.662 2.578 0.998
276 H -4.776 1.324 -0.027
277 H -5.708 1.210 -1.491
278 H -6.519 0.066 1.121
279 H -6.553 -1.967 0.181
280 H -4.965 -1.310 -0.026
281 H -7.238 -1.459 -2.225
282 H -5.926 -2.613 -1.850
283 H -3.839 -2.130 -2.745
284 H -3.659 -0.779 -1.627
285 H -3.606 -0.454 -3.423

Frontier orbital gap: 9.0 eV
Total charge: 0
Lowest unoccupied orbital energy: 0.4 eV
E_tot: -134044.878 eV
E_HOMO: -8.59 eV

Mulliken atomic charge list, values in e, 6 entries:
1 C -2.454
2 C 2.214
3 C -0.590
4 C 2.081
5 C -0.984
6 C 2.243